1.
Computed, not measured: 6 unconnected molecules or ions with the total composition C21H53N4O18S6 at a distorted geometry, with the ωB97M-V functional and the def2-TZVPD basis.

Summary:
- orbital gap (eV) = 8.6
- charge = +1
- electronic energy (eV) = -130454.410
- M (u) = 842.07
- multiplicity = 1

Bonds (Å) are listed after each position.
Positions of all 102 atoms, in Å:
1 O -1.40 -1.26 2.52  S2 1.428
2 S -1.91 -2.15 1.53  O1 1.428, O3 1.422, O4 1.614, C5 1.797
3 O -0.94 -2.96 0.89  S2 1.422
4 O -2.97 -3.14 2.24  S2 1.614, H15 0.960
5 C -2.88 -1.28 0.29  S2 1.797, C6 1.521, H16 1.085, H17 1.088
6 C -2.76 0.24 0.38  C5 1.521, C7 1.529, H18 1.089, H19 1.085
7 C -3.29 0.90 1.66  C6 1.529, C8 1.539, H20 1.085, H21 1.087
8 C -4.77 1.29 1.63  C7 1.539, N9 1.482, H22 1.084, H23 1.082
9 N -5.62 0.25 2.25  C8 1.482, C10 1.317, H24 1.004
10 C -6.33 -0.60 1.54  N9 1.317, N11 1.345, N14 1.368
11 N -6.40 -0.64 0.20  C10 1.345, C12 1.324
12 C -7.20 -1.66 -0.08  N11 1.324, N13 1.326, H25 1.075
13 N -7.65 -2.25 1.02  C12 1.326, N14 1.361, H26 1.008
14 N -7.11 -1.59 2.08  C10 1.368, N13 1.361, H27 1.005
15 H -3.86 -2.96 1.93  O4 0.960
16 H -2.47 -1.60 -0.66  C5 1.085
17 H -3.90 -1.65 0.32  C5 1.088
18 H -3.33 0.63 -0.45  C6 1.089
19 H -1.73 0.53 0.21  C6 1.085
20 H -3.13 0.31 2.56  C7 1.085
21 H -2.73 1.82 1.79  C7 1.087
22 H -4.88 2.17 2.26  C8 1.084
23 H -5.13 1.54 0.64  C8 1.082
24 H -5.61 0.19 3.26  N9 1.004
25 H -7.41 -1.93 -1.10  C12 1.075
26 H -8.27 -3.04 1.06  N13 1.008
27 H -7.25 -1.83 3.05  N14 1.005
28 O -0.87 3.84 1.66  S29 1.433
29 S 0.46 3.87 1.12  O28 1.433, O30 1.434, O31 1.583, C34 1.760
30 O 0.85 2.95 0.09  S29 1.434
31 O 1.51 3.82 2.30  S29 1.583, C32 1.450
32 C 1.43 2.72 3.24  O31 1.450, C33 1.515, H35 1.091, H36 1.087
33 C 1.93 1.42 2.64  C32 1.515, H37 1.090, H38 1.089, H39 1.090
34 C 0.82 5.51 0.57  S29 1.760, H40 1.086, H41 1.088, H42 1.087
35 H 0.41 2.62 3.61  C32 1.091
36 H 2.06 2.99 4.08  C32 1.087
37 H 1.28 1.08 1.83  C33 1.090
38 H 1.95 0.63 3.39  C33 1.089
39 H 2.93 1.55 2.23  C33 1.090
40 H 0.54 6.21 1.35  C34 1.086
41 H 0.22 5.69 -0.32  C34 1.088
42 H 1.88 5.57 0.34  C34 1.087
43 O 6.55 4.91 2.77  S44 1.429
44 S 6.20 3.57 2.42  O43 1.429, O45 1.432, O46 1.588, C49 1.761
45 O 5.45 2.74 3.32  S44 1.432
46 O 7.51 2.79 1.96  S44 1.588, C47 1.445
47 C 8.62 2.74 2.88  O46 1.445, C48 1.516, H50 1.091, H51 1.088
48 C 8.38 1.80 4.04  C47 1.516, H52 1.089, H53 1.090, H54 1.090
49 C 5.38 3.57 0.86  S44 1.761, H55 1.086, H56 1.088, H57 1.087
50 H 8.85 3.75 3.23  C47 1.091
51 H 9.47 2.40 2.29  C47 1.088
52 H 7.58 2.15 4.68  C48 1.089
53 H 9.29 1.72 4.65  C48 1.090
54 H 8.11 0.81 3.68  C48 1.090
55 H 5.95 4.17 0.16  C49 1.086
56 H 4.39 4.01 1.02  C49 1.088
57 H 5.28 2.55 0.51  C49 1.087
58 O -3.58 4.57 -0.55  S59 1.433
59 S -2.85 5.37 -1.49  O58 1.433, O60 1.430, O61 1.587, C64 1.761
60 O -2.09 6.50 -1.06  S59 1.430
61 O -3.83 5.81 -2.66  S59 1.587, C62 1.445
62 C -5.04 6.52 -2.30  O61 1.445, C63 1.516, H65 1.091, H66 1.088
63 C -4.78 7.95 -1.89  C62 1.516, H67 1.089, H68 1.090, H69 1.090
64 C -1.81 4.33 -2.45  S59 1.761, H70 1.086, H71 1.090, H72 1.087
65 H -5.57 5.97 -1.52  C62 1.091
66 H -5.66 6.49 -3.19  C62 1.088
67 H -4.21 8.01 -0.97  C63 1.089
68 H -5.73 8.47 -1.73  C63 1.090
69 H -4.22 8.47 -2.66  C63 1.090
70 H -2.38 3.48 -2.80  C64 1.086
71 H -1.00 3.99 -1.80  C64 1.090
72 H -1.41 4.90 -3.28  C64 1.087
73 O -0.15 -7.27 -4.04  S74 1.432
74 S -1.35 -7.06 -3.28  O73 1.432, O75 1.432, O76 1.584, C79 1.760
75 O -2.09 -5.85 -3.43  S74 1.432
76 O -1.03 -7.31 -1.75  S74 1.584, C77 1.451
77 C 0.06 -6.56 -1.16  O76 1.451, C78 1.512, H80 1.090, H81 1.088
78 C -0.26 -5.10 -0.94  C77 1.512, H82 1.089, H83 1.083, H84 1.086
79 C -2.43 -8.43 -3.51  S74 1.760, H85 1.086, H86 1.088, H87 1.086
80 H 0.95 -6.68 -1.78  C77 1.090
81 H 0.26 -7.04 -0.21  C77 1.088
82 H -0.41 -4.58 -1.89  C78 1.089
83 H 0.55 -4.61 -0.42  C78 1.083
84 H -1.18 -4.99 -0.36  C78 1.086
85 H -1.88 -9.35 -3.38  C79 1.086
86 H -2.82 -8.36 -4.53  C79 1.088
87 H -3.25 -8.35 -2.80  C79 1.086
88 O 2.34 -4.30 -2.01  S89 1.433
89 S 3.52 -4.95 -2.48  O88 1.433, O90 1.430, O91 1.591, C94 1.759
90 O 4.22 -5.88 -1.65  S89 1.430
91 O 4.54 -3.84 -3.00  S89 1.591, C92 1.443
92 C 4.92 -2.79 -2.08  O91 1.443, C93 1.516, H95 1.092, H96 1.088
93 C 5.87 -3.26 -1.00  C92 1.516, H97 1.089, H98 1.090, H99 1.090
94 C 3.20 -5.70 -4.04  S89 1.759, H100 1.086, H101 1.089, H102 1.087
95 H 4.02 -2.34 -1.65  C92 1.092
96 H 5.40 -2.03 -2.69  C92 1.088
97 H 5.40 -3.98 -0.34  C93 1.089
98 H 6.20 -2.42 -0.40  C93 1.090
99 H 6.74 -3.75 -1.44  C93 1.090
100 H 2.70 -4.98 -4.68  C94 1.086
101 H 2.55 -6.56 -3.86  C94 1.089
102 H 4.14 -6.02 -4.47  C94 1.087

=====

2.
Computed, not measured: 3 unconnected molecules or ions with the total composition C21H54BFIN6O4P2 at a distorted geometry, with the ωB97M-V functional and the def2-TZVPD basis.

Summary:
- orbital gap (eV) = 7.3
- charge = -1
- electronic energy (eV) = -69861.690
- M (u) = 673.36
- multiplicity = 1

Bonds (Å) are listed after each position.
Positions of all 90 atoms, in Å:
1 C -5.33 0.30 4.83  C2 1.528, H15 1.093, H16 1.090, H17 1.096
2 C -3.93 0.54 4.25  C1 1.528, C3 1.538, H18 1.091, H19 1.095
3 C -3.93 0.56 2.71  C2 1.538, C4 1.534, C5 1.575, H20 1.099
4 C -4.42 -0.78 2.15  C3 1.534, H21 1.090, H22 1.091, H23 1.093
5 C -2.54 0.98 2.09  C3 1.575, C6 1.535, C10 1.542, O14 1.406
6 C -2.73 2.35 1.43  C5 1.535, C7 1.527, H24 1.093, H25 1.093
7 C -3.64 2.37 0.21  C6 1.527, C8 1.536, F9 1.412, H26 1.091
8 C -4.53 3.62 0.12  C7 1.536, H27 1.090, H28 1.092, H29 1.089
9 F -2.82 2.38 -0.94  C7 1.412
10 C -1.41 1.18 3.12  C5 1.542, O11 1.411, H30 1.089, H31 1.101
11 O -0.97 -0.12 3.45  C10 1.411, B12 1.467
12 B -1.17 -0.86 2.20  O11 1.467, I13 2.310, O14 1.473, H32 1.217
13 I 0.89 -1.36 1.27  B12 2.310
14 O -1.95 -0.01 1.29  C5 1.406, B12 1.473
15 H -5.31 0.33 5.92  C1 1.093
16 H -5.76 -0.64 4.49  C1 1.090
17 H -5.99 1.11 4.51  C1 1.096
18 H -3.20 -0.18 4.62  C2 1.091
19 H -3.63 1.54 4.57  C2 1.095
20 H -4.69 1.30 2.44  C3 1.099
21 H -4.15 -0.88 1.10  C4 1.090
22 H -3.96 -1.62 2.67  C4 1.091
23 H -5.51 -0.87 2.23  C4 1.093
24 H -3.08 3.03 2.20  C6 1.093
25 H -1.76 2.73 1.11  C6 1.093
26 H -4.26 1.47 0.16  C7 1.091
27 H -4.50 4.20 1.04  C8 1.090
28 H -5.57 3.35 -0.07  C8 1.092
29 H -4.19 4.25 -0.71  C8 1.089
30 H -1.62 1.84 3.97  C10 1.089
31 H -0.60 1.62 2.51  C10 1.101
32 H -1.75 -1.90 2.49  B12 1.217
33 O 0.69 4.25 2.01  P34 1.472
34 P 1.85 4.29 1.10  O33 1.472, N35 1.698, N38 1.729, N41 1.645
35 N 3.04 5.21 1.87  P34 1.698, C36 1.446, C37 1.455
36 C 4.21 5.76 1.23  N35 1.446, H44 1.101, H45 1.094, H46 1.079
37 C 3.29 4.88 3.27  N35 1.455, H47 1.098, H48 1.089, H49 1.093
38 N 1.30 5.11 -0.32  P34 1.729, C39 1.453, C40 1.464
39 C 1.70 6.47 -0.61  N38 1.453, H50 1.098, H51 1.092, H52 1.088
40 C -0.14 4.95 -0.50  N38 1.464, H53 1.096, H54 1.087, H55 1.093
41 N 2.65 3.06 0.36  P34 1.645, C42 1.463, C43 1.453
42 C 3.18 2.00 1.21  N41 1.463, H56 1.097, H57 1.089, H58 1.092
43 C 3.08 3.01 -1.03  N41 1.453, H59 1.096, H60 1.085, H61 1.091
44 H 5.02 5.02 1.09  C36 1.101
45 H 4.61 6.56 1.85  C36 1.094
46 H 3.99 6.20 0.27  C36 1.079
47 H 3.92 3.99 3.40  C37 1.098
48 H 2.34 4.71 3.78  C37 1.089
49 H 3.78 5.72 3.77  C37 1.093
50 H 1.57 7.16 0.24  C39 1.098
51 H 1.08 6.85 -1.44  C39 1.092
52 H 2.72 6.53 -0.96  C39 1.088
53 H -0.72 5.64 0.13  C40 1.096
54 H -0.46 3.94 -0.25  C40 1.087
55 H -0.39 5.13 -1.55  C40 1.093
56 H 4.25 2.13 1.42  C42 1.097
57 H 3.03 1.03 0.74  C42 1.089
58 H 2.65 1.97 2.16  C42 1.092
59 H 3.93 3.67 -1.23  C43 1.096
60 H 2.27 3.27 -1.71  C43 1.085
61 H 3.38 1.99 -1.26  C43 1.091
62 O 2.29 -4.21 -4.63  P63 1.473
63 P 1.51 -5.03 -3.69  O62 1.473, N64 1.687, N67 1.737, N70 1.643
64 N 2.56 -5.51 -2.46  P63 1.687, C65 1.449, C66 1.460
65 C 2.29 -6.57 -1.50  N64 1.449, H73 1.100, H74 1.093, H75 1.079
66 C 3.40 -4.46 -1.89  N64 1.460, H76 1.097, H77 1.088, H78 1.093
67 N 1.00 -6.42 -4.60  P63 1.737, C68 1.454, C69 1.460
68 C 1.61 -7.73 -4.41  N67 1.454, H79 1.098, H80 1.092, H81 1.087
69 C 0.92 -6.11 -6.03  N67 1.460, H82 1.096, H83 1.088, H84 1.094
70 N 0.08 -4.71 -2.95  P63 1.643, C71 1.466, C72 1.452
71 C 0.04 -3.50 -2.12  N70 1.466, H85 1.093, H86 1.090, H87 1.092
72 C -1.06 -5.59 -2.82  N70 1.452, H88 1.095, H89 1.086, H90 1.091
73 H 1.63 -6.25 -0.68  C65 1.100
74 H 3.24 -6.89 -1.06  C65 1.093
75 H 1.86 -7.44 -1.96  C65 1.079
76 H 2.87 -3.84 -1.16  C66 1.097
77 H 3.78 -3.82 -2.68  C66 1.088
78 H 4.26 -4.92 -1.38  C66 1.093
79 H 2.70 -7.71 -4.42  C68 1.098
80 H 1.27 -8.39 -5.21  C68 1.092
81 H 1.27 -8.20 -3.49  C68 1.087
82 H 1.90 -6.14 -6.52  C69 1.096
83 H 0.50 -5.12 -6.19  C69 1.088
84 H 0.26 -6.83 -6.51  C69 1.094
85 H 0.18 -3.71 -1.06  C71 1.093
86 H -0.91 -2.98 -2.24  C71 1.090
87 H 0.82 -2.80 -2.43  C71 1.092
88 H -0.89 -6.40 -2.10  C72 1.095
89 H -1.34 -6.03 -3.78  C72 1.086
90 H -1.91 -5.00 -2.47  C72 1.091

=====

3.
Computed, not measured: 2 unconnected molecules or ions with the total composition C21H54N5O4P2 at a distorted geometry, with the ωB97M-V functional and the def2-TZVPD basis.

Summary:
- orbital gap (eV) = 7.8
- charge = +1
- electronic energy (eV) = -56862.643
- M (u) = 502.64
- multiplicity = 1

Bonds (Å) are listed after each position.
Positions of all 86 atoms, in Å:
1 C -6.53 3.81 2.06  O2 1.418, H22 1.092, H23 1.089, H24 1.092
2 O -6.18 3.13 0.86  C1 1.418, C3 1.410
3 C -4.85 3.33 0.45  O2 1.410, C4 1.534, H25 1.095, H26 1.096
4 C -4.55 2.19 -0.53  C3 1.534, C5 1.537, H27 1.086, H28 1.090
5 C -3.07 1.76 -0.56  C4 1.537, N6 1.503, H29 1.088, H30 1.088
6 N -2.28 2.05 -1.81  C5 1.503, C7 1.494, O11 1.432, P19 1.880
7 C -2.45 1.07 -2.92  N6 1.494, C8 1.531, H31 1.088, H32 1.089
8 C -3.83 0.99 -3.59  C7 1.531, C9 1.550, H33 1.084, H34 1.092
9 C -4.06 1.93 -4.81  C8 1.550, N10 1.465, H35 1.086, H36 1.095
10 N -5.26 2.73 -4.57  C9 1.465, H37 1.009, H38 1.010
11 O -0.88 2.15 -1.53  N6 1.432, C12 1.444
12 C -0.31 1.05 -0.77  O11 1.444, C13 1.538, H39 1.091, H40 1.093
13 C 0.01 1.39 0.70  C12 1.538, C14 1.530, C15 1.530, H41 1.094
14 C 0.43 2.85 0.79  C13 1.530, H42 1.091, H43 1.090, H44 1.085
15 C 1.07 0.40 1.18  C13 1.530, C16 1.552, H45 1.095, H46 1.092
16 C 1.55 0.58 2.64  C15 1.552, C17 1.537, C18 1.539, H47 1.088
17 C 0.46 1.07 3.61  C16 1.537, H48 1.092, H49 1.090, H50 1.090
18 C 2.79 1.49 2.73  C16 1.539, H51 1.091, H52 1.090, H53 1.091
19 P -2.68 3.80 -2.37  N6 1.880, C20 1.814, O21 1.621
20 C -1.26 4.14 -3.45  P19 1.814, H54 1.092, H55 1.088, H56 1.090
21 O -2.36 4.67 -1.04  P19 1.621, H57 0.970
22 H -7.11 4.72 1.86  C1 1.092
23 H -7.17 3.15 2.64  C1 1.089
24 H -5.66 4.06 2.67  C1 1.092
25 H -4.16 3.33 1.30  C3 1.095
26 H -4.80 4.29 -0.06  C3 1.096
27 H -4.99 2.46 -1.49  C4 1.086
28 H -5.13 1.35 -0.16  C4 1.090
29 H -2.55 2.26 0.25  C5 1.088
30 H -3.00 0.69 -0.35  C5 1.088
31 H -2.18 0.07 -2.58  C7 1.088
32 H -1.71 1.33 -3.67  C7 1.089
33 H -4.67 1.06 -2.91  C8 1.084
34 H -3.86 -0.02 -3.99  C8 1.092
35 H -4.30 1.31 -5.66  C9 1.086
36 H -3.18 2.55 -5.00  C9 1.095
37 H -5.74 2.96 -5.43  N10 1.009
38 H -5.06 3.57 -4.04  N10 1.010
39 H -0.89 0.13 -0.82  C12 1.091
40 H 0.64 0.83 -1.26  C12 1.093
41 H -0.90 1.20 1.27  C13 1.094
42 H 1.19 3.07 0.03  C14 1.091
43 H -0.43 3.50 0.65  C14 1.090
44 H 0.83 3.09 1.77  C14 1.085
45 H 1.94 0.53 0.54  C15 1.095
46 H 0.73 -0.64 1.07  C15 1.092
47 H 1.86 -0.41 2.99  C16 1.088
48 H 0.40 2.16 3.62  C17 1.092
49 H 0.74 0.79 4.62  C17 1.090
50 H -0.53 0.69 3.37  C17 1.090
51 H 2.54 2.52 2.99  C18 1.091
52 H 3.50 1.12 3.48  C18 1.090
53 H 3.34 1.53 1.79  C18 1.091
54 H -0.35 4.21 -2.84  C20 1.092
55 H -1.09 3.35 -4.18  C20 1.088
56 H -1.41 5.08 -3.97  C20 1.090
57 H -1.91 5.50 -1.25  O21 0.970
58 O 2.76 -2.39 1.72  P59 1.491
59 P 3.25 -3.55 0.93  O58 1.491, N60 1.704, N63 1.718, N66 1.670
60 N 2.63 -4.91 1.74  P59 1.704, C61 1.449, C62 1.455
61 C 3.30 -5.72 2.75  N60 1.449, H69 1.094, H70 1.097, H71 1.083
62 C 1.18 -4.91 1.88  N60 1.455, H72 1.097, H73 1.096, H74 1.089
63 N 4.95 -3.31 1.07  P59 1.718, C64 1.449, C65 1.461
64 C 5.89 -4.31 1.53  N63 1.449, H75 1.096, H76 1.093, H77 1.092
65 C 5.38 -1.98 1.48  N63 1.461, H78 1.097, H79 1.087, H80 1.092
66 N 3.37 -4.28 -0.57  P59 1.670, C67 1.455, C68 1.459
67 C 3.07 -5.66 -0.89  N66 1.455, H81 1.093, H82 1.091, H83 1.087
68 C 4.05 -3.55 -1.63  N66 1.459, H84 1.093, H85 1.089, H86 1.092
69 H 2.92 -6.74 2.70  C61 1.094
70 H 3.14 -5.34 3.77  C61 1.097
71 H 4.36 -5.80 2.57  C61 1.083
72 H 0.70 -4.96 0.89  C62 1.097
73 H 0.82 -4.01 2.39  C62 1.096
74 H 0.85 -5.78 2.44  C62 1.089
75 H 5.86 -4.44 2.62  C64 1.096
76 H 6.91 -4.01 1.26  C64 1.093
77 H 5.73 -5.27 1.05  C64 1.092
78 H 5.33 -1.83 2.56  C65 1.097
79 H 4.78 -1.21 1.00  C65 1.087
80 H 6.42 -1.82 1.15  C65 1.092
81 H 3.85 -6.33 -0.52  C67 1.093
82 H 3.00 -5.78 -1.97  C67 1.091
83 H 2.11 -5.99 -0.49  C67 1.087
84 H 5.08 -3.90 -1.74  C68 1.093
85 H 4.08 -2.48 -1.42  C68 1.089
86 H 3.54 -3.68 -2.59  C68 1.092

=====

Number 1: E_HOMO -11.985 eV, LUMO energy -3.3 eV. Number 2: E_HOMO -4.741 eV, LUMO energy 2.5 eV. Number 3: E_HOMO -10.088 eV, LUMO energy -2.3 eV.